Density functional theory data (wB97M-V/def2-TZVPD) for an isolated molecule of C3H3NO2 at a distorted geometry.

CARTESIAN COORDINATES (ANGSTROEM)
C  0.85775  -0.07463  0.40476
O  -0.12310  -1.03484  0.57237
C  -1.26778  -0.68237  -0.13436
O  -2.21732  -1.40311  -0.13491
C  -1.06450  0.68410  -0.83860
N  0.16497  0.93210  -0.46360
H  0.74409  1.72853  -0.68935
H  1.16155  0.35357  1.37318
H  1.74433  -0.50335  -0.08949

- Frontier orbital gap: 0.3545 Ha
- Lowest unoccupied orbital energy: 0.05 eV
- Total energy: -321.28222 Ha
- HOMO level: -9.60 eV
- Net charge: 0

Atom charges from the Mulliken analysis, given in e for atoms 1 to 6: C -0.268; O -0.320; C 0.659; O -0.463; C -0.299; N 0.009


Density functional theory data (wB97M-V/def2-TZVPD) for a structure of composition C6H17NO at a distorted geometry.

CARTESIAN COORDINATES (ANGSTROEM)
C  0.35659  1.70468  -0.68273
O  0.43564  1.14233  0.61203
C  0.95524  0.86472  -1.78160
C  1.15308  1.58856  -3.12454
H  0.86406  2.69402  -0.69106
H  -0.71422  1.91732  -0.94053
H  0.32035  -0.06463  -1.86339
H  1.93962  0.50388  -1.41076
H  1.75498  0.98564  -3.81039
H  1.63788  2.55877  -2.96453
H  0.16798  1.78820  -3.57506
C  0.89428  -1.14951  2.56882
C  -0.34367  -1.65501  1.84428
N  -1.19464  -0.60348  1.28221
C  -2.07618  -1.12865  0.19346
H  0.65642  -0.27872  3.20670
H  1.28425  -1.89940  3.27051
H  1.72236  -0.82300  1.92650
H  -0.00776  -2.22877  0.98217
H  -0.93218  -2.33336  2.47944
H  -0.31525  0.26068  0.82709
H  -1.69952  -0.04165  2.03963
H  -1.42004  -1.56119  -0.59757
H  -2.62874  -0.33043  -0.26924
H  -2.81053  -1.91100  0.47856

- Frontier orbital gap: 0.3394 Ha
- Lowest unoccupied orbital energy: 0.80 eV
- Total energy: -368.74849 Ha
- HOMO level: -8.43 eV
- Net charge: 0

Atom charges from the Mulliken analysis, given in e for atoms 1 to 6: C -0.531; O -0.682; C 0.116; C -1.207; H 0.304; H 0.199


Density functional theory data (wB97M-V/def2-TZVPD) for a structure of composition C22H34AsNO5ReSi2 at a distorted geometry.

CARTESIAN COORDINATES (ANGSTROEM)
Re  0.11441  -0.02466  -0.35326
O  0.07997  -0.98974  2.05659
C  -0.85669  -1.99492  2.41692
C  -2.26077  -1.43064  2.62582
C  -2.74425  -0.68275  1.37342
C  -2.55164  -1.47870  0.11416
C  -3.19516  -2.70217  -0.05005
C  -3.03901  -3.41730  -1.22430
C  -2.29703  -2.84037  -2.24835
C  -1.65847  -1.64235  -2.00759
N  -1.72845  -0.99194  -0.83157
H  0.28841  -0.45315  2.83261
H  -0.52104  -2.52704  3.31228
H  -0.86391  -2.70647  1.58323
H  -2.26542  -0.74603  3.47354
H  -2.92586  -2.25705  2.87157
H  -2.19387  0.26342  1.27275
H  -3.80758  -0.45648  1.48461
H  -3.78299  -3.09492  0.76546
H  -3.47872  -4.39797  -1.33416
H  -2.17296  -3.32478  -3.20357
H  -1.04129  -1.18701  -2.77660
C  -1.15579  5.40832  0.18498
Si  -2.29353  3.89008  -0.02093
C  -3.45518  3.95294  -1.52875
C  -3.00359  3.17973  1.60166
As  -0.45779  2.12929  -0.77442
Si  1.06506  3.08100  -2.64186
C  -0.03579  4.21542  -3.71431
C  1.53777  1.43324  -3.47332
C  2.41589  3.99300  -1.64909
H  -1.70035  6.28234  0.53325
H  -0.68526  5.66622  -0.76139
H  -0.36679  5.19952  0.90619
H  -4.24835  4.68284  -1.38661
H  -3.92382  2.98691  -1.70919
H  -2.90463  4.23386  -2.42402
H  -3.60265  3.91654  2.13305
H  -2.19443  2.87501  2.26329
H  -3.64192  2.32037  1.40996
H  -0.89634  3.68624  -4.11946
H  0.54195  4.59101  -4.55577
H  -0.39305  5.07835  -3.15831
H  0.70263  1.03669  -4.04783
H  1.81363  0.69938  -2.71383
H  2.38302  1.53437  -4.14912
H  2.02087  4.89343  -1.17919
H  3.24058  4.29528  -2.29247
H  2.82017  3.35064  -0.86687
O  2.00984  -0.30389  0.17851
C  1.80110  -1.54012  -0.03966
O  0.89518  -1.85487  -0.85284
C  2.56546  -2.58053  0.65328
C  2.13959  -3.90410  0.49721
C  2.76319  -4.94998  1.15444
C  3.84516  -4.62559  1.95181
O  4.61948  -5.43075  2.69228
C  5.58804  -4.61103  3.31485
O  5.35626  -3.27444  2.92409
C  4.28787  -3.29114  2.09768
C  3.64947  -2.24613  1.47642
H  1.30250  -4.09858  -0.15631
H  2.42467  -5.96808  1.05978
H  6.59637  -4.93222  3.01547
H  5.50441  -4.69209  4.40907
H  3.97137  -1.22549  1.60475

- Frontier orbital gap (spin up / spin down): 0.1807 / 0.1950 Ha
- Lowest unoccupied orbital energy (spin up / spin down): -7.83 / -7.43 eV
- Total energy: -4182.16089 Ha
- Multiplicity: 2
- HOMO level (spin up / spin down): -12.74 / -12.74 eV
- Net charge: +2

Atom charges from the Mulliken analysis, given in e for atoms 1 to 6: Re 0.230; O -0.323; C -0.355; C -1.121; C -0.012; C 0.427


Density functional theory data (wB97M-V/def2-TZVPD) for a cluster of 2 separate species, C4H5N3O in total at a distorted geometry.

CARTESIAN COORDINATES (ANGSTROEM)
C  1.64904  0.43438  0.82314
C  1.66041  -0.85466  0.40725
C  0.37216  0.38184  -0.89448
C  -2.51924  0.17552  0.38028
N  0.87842  1.18462  0.01926
N  0.81481  -0.93059  -0.59276
N  -0.74319  0.40664  -1.62074
O  -2.54349  -0.78326  1.00965
H  2.05140  0.90410  1.63211
H  1.89550  -1.70788  0.94472
H  -2.84999  1.18252  0.65597
H  0.40222  -1.77583  -0.83487
H  -1.06804  1.38262  -1.92953

- Frontier orbital gap (spin up / spin down): 0.3121 / 0.2495 Ha
- Lowest unoccupied orbital energy (spin up / spin down): 0.53 / -0.94 eV
- Total energy: -394.79024 Ha
- HOMO level (spin up / spin down): -7.96 / -7.73 eV
- Net charge: 0

Atom charges from the Mulliken analysis, given in e for atoms 1 to 6: C -0.313; C -0.325; C 0.347; C 0.070; N -0.545; N -0.052


Density functional theory data (wB97M-V/def2-TZVPD) for a cluster of 10 separate species, C10H40O10 in total at a distorted geometry.

CARTESIAN COORDINATES (ANGSTROEM)
C  1.31227  -3.06602  -2.13151
O  2.53740  -3.04704  -2.88272
H  1.03114  -2.01291  -2.12562
H  0.57102  -3.72099  -2.58939
H  1.42470  -3.32975  -1.07989
H  3.23151  -2.72881  -2.30089
C  -2.69532  -2.11937  -1.91629
O  -4.02659  -2.57486  -1.74522
H  -2.59843  -1.07455  -1.62123
H  -2.03734  -2.75449  -1.32317
H  -2.43724  -2.06555  -2.97393
H  -4.33905  -2.41469  -0.85174
C  3.42242  0.11640  -3.60005
O  4.06597  0.79832  -2.56658
H  2.41811  -0.17176  -3.28954
H  3.33836  0.69016  -4.52300
H  3.96939  -0.80761  -3.78748
H  5.01087  0.63054  -2.54205
C  0.56301  0.23499  0.04415
O  -0.85396  0.22847  -0.12796
H  1.10386  0.32883  -0.89754
H  0.92111  0.96650  0.76856
H  0.92847  -0.69489  0.47989
H  -1.34070  -0.00035  0.66723
C  -1.75614  2.41793  -2.67789
O  -1.21316  1.09955  -2.76351
H  -1.60020  2.96089  -3.61008
H  -2.81835  2.35368  -2.44194
H  -1.27767  2.96218  -1.86366
H  -1.19349  0.68824  -1.89631
C  1.67373  2.80500  3.45877
O  2.76503  2.19831  4.13532
H  1.28933  2.15347  2.67401
H  0.90681  3.12238  4.16531
H  1.99512  3.71398  2.95028
H  3.10027  2.83717  4.76862
C  -5.19635  -2.79995  1.79392
O  -4.38114  -2.02693  0.90760
H  -6.03641  -3.24125  1.25758
H  -4.69295  -3.64859  2.25707
H  -5.61481  -2.18640  2.59176
H  -3.74387  -1.56899  1.46057
C  -0.74604  4.45462  1.20117
O  -1.80916  4.12482  2.05053
H  -0.31140  5.42685  1.43345
H  0.03052  3.69573  1.29674
H  -1.03620  4.45449  0.15051
H  -1.54983  3.65822  2.84842
C  4.79928  -1.60620  -0.02073
O  4.51038  -2.59786  -0.97017
H  3.87545  -1.18587  0.37669
H  5.23300  -1.98860  0.90325
H  5.42771  -0.78724  -0.37073
H  5.37681  -2.97211  -1.14576
C  -1.98611  0.33378  3.13801
O  -2.35503  -0.76703  2.27792
H  -1.52483  -0.05242  4.04695
H  -1.21794  0.98414  2.71963
H  -2.82776  0.94795  3.45821
H  -1.61566  -1.37452  2.35460

- Frontier orbital gap (spin up / spin down): 0.0752 / 0.3352 Ha
- Lowest unoccupied orbital energy (spin up / spin down): 2.36 / 2.27 eV
- Total energy: -1157.17475 Ha
- Multiplicity: 2
- HOMO level (spin up / spin down): 0.32 / -6.85 eV
- Net charge: -1

Atom charges from the Mulliken analysis, given in e for atoms 1 to 6: C -0.493; O -0.532; H 0.061; H 0.275; H 0.316; H 0.345


Density functional theory data (wB97M-V/def2-TZVPD) for a cluster of 2 separate species, C4H10N2O in total.

CARTESIAN COORDINATES (ANGSTROEM)
C  1.21578  0.26092  0.88402
N  -0.08718  0.07208  0.27191
C  -0.84619  -1.02505  0.84365
C  -0.85897  1.29799  0.21559
H  1.13921  0.80992  1.83763
H  1.67142  -0.71827  1.05619
H  1.87297  0.80223  0.19423
H  -1.12047  -0.84295  1.89609
H  -0.25080  -1.94343  0.77571
H  -1.76614  -1.16768  0.26531
H  -0.26074  2.08033  -0.26636
H  -1.76288  1.12972  -0.37931
H  -1.15887  1.64176  1.22004
N  1.35658  -0.52092  -1.92913
C  0.12100  -0.52771  -1.92594
O  -1.03611  -0.59591  -2.13648
H  1.77138  -0.75303  -2.82314

- Frontier orbital gap: 0.3594 Ha
- Lowest unoccupied orbital energy: 0.92 eV
- Total energy: -343.13813 Ha
- SMILES: CN(C)C.N=C=O
- HOMO level: -8.86 eV
- Net charge: 0

Atom charges from the Mulliken analysis, given in e for atoms 1 to 6: C -1.025; N 0.225; C -1.069; C -1.109; H 0.319; H 0.319


Q: Which formula does entry 2 have?
A: C6H17NO


Q: The lowest total energy belongs to which entry?
A: C22H34AsNO5ReSi2


Q: What is the net charge in the first record?
A: 0


Q: Which value of net charge does entry 6 give?
A: 0